186
Properties=species:S:1:pos:R:3:mulliken_charge:R:1 method="wB97M-V/def2-TZVPD" lumo_ev=0.359 homo_ev=-8.31 total_energy_ev=-96821.1372 homo_lumo_gap_ev=8.672
C -28.95 6.39 8.36 -0.699
O -28.52 7.19 9.43 -0.318
C -29.09 8.46 9.51 -0.517
C -28.71 9.14 10.82 -0.550
N -27.54 10.03 10.60 -0.261
C -26.80 10.29 11.82 -0.600
C -25.36 10.70 11.49 -0.517
O -24.76 11.28 12.63 -0.326
C -23.41 11.58 12.46 -0.754
H -28.74 5.35 8.59 0.243
H -28.43 6.69 7.44 0.254
H -30.05 6.45 8.29 0.314
H -30.19 8.35 9.44 0.383
H -28.80 9.09 8.65 0.310
H -28.36 8.34 11.47 0.333
H -29.46 9.73 11.34 0.369
H -27.74 10.87 10.08 0.226
H -26.73 9.49 12.54 0.335
H -27.19 11.18 12.34 0.242
H -25.25 11.36 10.62 0.321
H -24.80 9.79 11.22 0.289
H -23.18 12.20 13.32 0.304
H -23.11 12.09 11.53 0.299
H -22.69 10.74 12.42 0.313
C -11.36 7.89 13.35 -0.735
O -11.67 8.58 12.15 -0.245
C -13.03 8.84 11.97 -0.414
C -13.15 9.64 10.70 0.359
N -12.37 10.87 10.78 -0.414
C -12.38 11.58 9.50 -0.800
C -11.32 11.01 8.55 0.493
O -10.04 11.39 8.95 -0.428
C -8.99 10.64 8.36 -0.440
H -11.90 6.95 13.45 0.134
H -11.60 8.55 14.19 0.348
H -10.29 7.69 13.29 0.250
H -13.41 9.48 12.79 0.542
H -13.71 7.98 12.02 0.008
H -14.19 9.65 10.37 0.479
H -12.76 8.96 9.91 -0.765
H -11.46 10.42 10.87 0.369
H -12.15 12.63 9.71 0.400
H -13.34 11.58 8.98 0.391
H -11.64 11.31 7.54 0.255
H -11.38 9.91 8.52 -0.257
H -9.22 10.21 7.38 0.105
H -8.88 9.77 9.02 0.113
H -8.10 11.25 8.43 0.345
C -18.90 6.08 13.91 -0.187
O -17.67 5.91 14.60 -0.504
C -16.57 6.31 13.80 -0.297
C -16.18 5.28 12.75 -0.161
N -14.76 4.92 12.67 0.044
C -14.54 3.58 12.12 -0.964
C -13.07 3.27 12.10 0.363
O -12.58 3.03 13.40 -0.449
C -11.18 3.19 13.49 -0.518
H -18.63 5.72 12.90 -0.126
H -19.33 7.07 13.79 0.181
H -19.64 5.37 14.26 0.365
H -15.70 6.56 14.42 0.393
H -16.79 7.29 13.37 -0.064
H -16.51 5.64 11.77 -0.170
H -16.81 4.38 12.84 0.399
H -14.41 4.94 13.62 0.255
H -14.98 3.48 11.13 0.475
H -15.05 2.88 12.80 0.409
H -12.53 4.11 11.65 -0.470
H -12.88 2.37 11.50 0.421
H -10.68 2.59 12.72 0.268
H -10.77 2.90 14.45 0.361
H -10.94 4.24 13.32 0.126
C -13.30 -2.33 9.03 -0.803
O -13.52 -1.28 8.11 -0.185
C -13.26 -1.69 6.80 -0.841
C -13.99 -0.75 5.84 -0.384
N -13.47 0.59 5.89 -0.348
C -14.30 1.48 5.11 0.200
C -13.81 2.92 5.20 -0.948
O -13.58 3.23 6.56 -0.162
C -12.69 4.31 6.76 -1.047
H -13.53 -2.05 10.06 0.224
H -12.27 -2.71 8.92 0.315
H -13.90 -3.20 8.75 0.319
H -13.76 -2.64 6.51 0.425
H -12.20 -1.89 6.62 0.466
H -15.03 -0.79 6.20 0.150
H -13.95 -1.13 4.82 0.380
H -13.29 0.94 6.82 0.272
H -15.36 1.47 5.42 -0.055
H -14.28 1.31 4.03 0.283
H -14.55 3.61 4.78 0.294
H -12.98 3.13 4.51 0.529
H -12.27 4.31 7.76 0.229
H -13.17 5.27 6.53 0.328
H -11.80 4.18 6.13 0.535
C -19.44 10.86 11.80 -0.874
O -19.24 9.94 10.73 -0.415
C -18.83 8.70 11.31 -1.103
C -18.47 7.57 10.35 0.673
N -17.10 7.76 9.86 0.252
C -16.62 6.67 9.02 0.372
C -15.24 6.89 8.50 0.495
O -15.30 7.83 7.43 -0.274
C -14.08 8.30 6.92 -0.701
H -18.54 11.24 12.28 0.255
H -20.17 10.45 12.50 0.309
H -19.93 11.71 11.31 0.438
H -19.68 8.38 11.92 0.482
H -17.98 8.83 11.98 0.242
H -19.15 7.43 9.50 -0.349
H -18.49 6.63 10.92 -0.321
H -17.17 8.66 9.40 0.451
H -17.35 6.63 8.19 -0.822
H -16.78 5.70 9.51 0.138
H -14.82 5.95 8.11 -0.098
H -14.51 7.26 9.23 -0.444
H -14.30 8.82 5.99 0.415
H -13.33 7.52 6.73 -0.064
H -13.64 9.01 7.64 0.364
C -22.40 6.99 6.32 -0.676
O -21.37 6.03 6.18 -0.408
C -20.08 6.65 6.20 0.164
C -18.98 5.66 5.96 -0.474
N -18.92 4.70 7.05 -0.027
C -17.97 3.60 6.86 -0.039
C -18.29 2.76 5.61 -0.584
O -17.36 1.70 5.62 -0.321
C -17.49 0.80 4.56 -0.888
H -22.15 7.61 7.20 0.253
H -23.33 6.47 6.50 0.256
H -22.34 7.70 5.49 0.293
H -20.01 7.13 7.18 -0.304
H -20.06 7.42 5.42 0.467
H -18.10 6.32 5.96 -0.074
H -19.10 5.15 5.00 0.594
H -19.88 4.37 7.16 0.373
H -18.05 2.90 7.70 -0.015
H -16.93 3.89 6.82 -0.182
H -18.15 3.33 4.68 0.354
H -19.29 2.30 5.53 0.313
H -16.85 -0.07 4.65 0.207
H -17.23 1.31 3.62 0.361
H -18.51 0.40 4.48 0.372
C -10.77 9.09 4.90 -0.938
O -10.56 8.64 6.21 0.179
C -9.81 7.44 6.36 -1.209
C -9.68 6.82 7.76 -0.458
N -10.98 6.52 8.34 0.567
C -10.99 6.54 9.79 0.214
C -10.29 5.38 10.55 0.093
O -8.99 5.71 11.00 -0.407
C -8.22 4.52 11.18 -0.714
H -11.34 10.01 4.94 0.241
H -11.27 8.28 4.35 0.271
H -9.88 9.30 4.30 0.317
H -8.81 7.79 6.08 0.397
H -10.13 6.63 5.70 0.467
H -9.04 7.48 8.35 0.309
H -9.24 5.83 7.64 0.349
H -11.72 7.16 8.05 -0.416
H -12.03 6.57 10.11 -0.029
H -10.57 7.44 10.26 0.274
H -10.33 4.54 9.84 0.487
H -10.88 5.07 11.41 -0.871
H -8.85 3.67 11.46 0.240
H -7.52 4.76 11.98 0.274
H -7.71 4.25 10.25 0.276
O -20.49 12.96 9.17 -0.640
H -21.39 13.03 8.86 0.296
H -20.10 12.24 8.63 0.376
O -17.84 13.68 14.11 -0.682
H -18.70 13.59 13.69 0.322
H -17.38 14.34 13.58 0.319
O -20.03 10.31 8.22 -0.851
H -19.94 10.08 9.18 0.680
H -19.19 10.00 7.83 0.473
O -17.88 9.10 7.09 -0.555
H -17.01 8.66 7.02 0.189
H -17.98 9.58 6.25 0.300
O -17.96 3.07 10.42 -0.571
H -18.42 3.91 10.33 0.290
H -18.46 2.46 9.88 0.248
O -17.07 10.84 14.43 -0.560
H -16.68 10.69 15.29 0.279
H -17.20 11.81 14.38 0.325

21
Properties=species:S:1:pos:R:3:mulliken_charge:R:1 method="wB97M-V/def2-TZVPD" lumo_ev=0.670 homo_ev=-9.47 total_energy_ev=-32617.0402 smiles="C[C@@H](S)N1CCCS1(=O)=O" homo_lumo_gap_ev=10.137
C 1.39 -1.56 -1.08 -0.962
C -0.09 -1.61 -0.67 -0.073
S -0.56 -3.08 0.35 -0.216
N -0.54 -0.36 0.06 -0.107
C 0.21 0.04 1.29 -0.601
C -0.28 1.53 1.57 -0.515
C -0.28 2.27 0.28 -0.768
S -0.70 1.00 -1.00 1.009
O 0.21 1.31 -2.05 -0.627
O -2.11 0.87 -1.43 -0.656
H 1.80 -0.88 -0.42 0.213
H 1.83 -2.57 -1.27 0.347
H 1.59 -1.11 -2.04 0.320
H -0.74 -1.61 -1.57 0.436
H -1.65 -2.55 0.59 0.121
H 1.26 -0.07 1.08 0.389
H -0.06 -0.64 2.16 0.274
H -1.36 1.39 1.96 0.283
H 0.42 2.01 2.25 0.362
H -0.99 3.05 0.08 0.422
H 0.66 2.56 -0.14 0.349

117
Properties=species:S:1:pos:R:3:lowdin_spin:R:1 method="wB97M-V/def2-TZVPD" lumo_ev="-5.451 / -9.154" homo_ev="-12.49 / -12.49" total_energy_ev=-172200.3199 charge=+2 spin_multiplicity=2 homo_lumo_gap_ev="7.041 / 3.337"
Sn -1.00 0.12 -0.47 0.058
C 3.77 -3.95 -2.65 0.000
C 2.24 -3.60 -2.70 0.000
N 1.89 -2.16 -2.78 -0.002
C 2.03 -1.51 -4.09 0.000
C 3.29 -0.61 -4.09 0.001
C 1.59 -1.47 -1.68 0.002
S 1.17 0.23 -1.73 0.027
N 1.83 -2.09 -0.57 0.010
C 1.32 -1.90 0.65 0.000
O 0.22 -1.22 0.89 0.034
C 2.01 -2.52 1.80 0.000
C 3.18 -3.24 1.56 0.000
C 3.98 -3.68 2.60 0.000
C 3.68 -3.35 3.90 0.000
C 2.51 -2.63 4.15 0.000
C 1.66 -2.23 3.17 0.000
H 3.85 -5.03 -2.79 0.000
H 4.26 -3.53 -1.76 0.000
H 4.20 -3.51 -3.56 0.000
H 1.75 -4.01 -1.81 0.000
H 1.78 -4.00 -3.55 0.000
H 1.22 -0.85 -4.36 0.000
H 2.11 -2.31 -4.81 0.000
H 3.35 0.08 -3.25 0.000
H 3.14 0.02 -5.02 0.000
H 4.23 -1.12 -4.26 0.000
H 3.42 -3.41 0.52 0.000
H 4.81 -4.32 2.43 0.000
H 4.31 -3.63 4.77 0.000
H 2.29 -2.44 5.19 0.000
H 0.78 -1.70 3.47 0.000
N -0.70 2.66 -0.20 -0.002
C -1.99 3.42 -0.37 0.000
C -2.86 2.92 -1.55 0.001
O -4.04 3.19 -1.64 0.000
O -2.18 2.12 -2.36 0.007
H -0.31 2.87 0.70 0.003
H -0.06 2.96 -0.87 0.000
H -1.86 4.48 -0.58 0.000
H -2.56 3.39 0.55 0.000
F -3.09 -4.64 5.65 0.000
C -2.04 -3.96 6.17 0.000
F -0.92 -4.69 6.03 0.000
F -2.28 -3.75 7.46 0.000
C -1.98 -2.68 5.43 0.002
C -2.11 -2.75 4.06 0.001
C -1.82 -1.58 3.37 0.002
C -1.46 -0.39 3.96 0.057
C -1.44 -0.28 5.39 0.017
C -1.69 -1.47 6.09 0.004
P -0.67 0.99 2.97 0.402
C 1.08 1.03 3.49 0.060
C 1.45 1.18 4.83 0.013
C 2.80 1.29 5.15 0.004
C 3.74 1.17 4.14 -0.001
C 3.39 1.03 2.83 -0.001
C 2.04 0.91 2.50 0.004
C 5.18 1.45 4.34 0.000
F 5.88 0.67 3.49 0.000
F 5.52 1.23 5.59 0.000
F 5.51 2.72 4.07 0.000
C -1.44 2.50 3.52 0.068
C -0.69 3.69 3.53 0.048
C -1.30 4.87 3.96 -0.006
C -2.68 4.82 4.34 0.083
C -3.42 3.65 4.37 -0.004
C -2.82 2.50 3.92 0.063
C -3.43 6.12 4.59 0.007
F -2.52 7.11 4.73 0.002
F -4.13 6.06 5.74 0.004
F -4.22 6.47 3.62 0.004
H -2.31 -3.67 3.55 0.000
H -1.79 -1.59 2.31 0.000
H -1.34 0.65 5.97 0.000
H -1.53 -1.53 7.16 0.001
H 0.69 1.44 5.60 0.000
H 3.12 1.56 6.10 0.001
H 4.14 1.00 2.04 0.000
H 1.81 0.75 1.44 0.001
H 0.34 3.69 3.23 0.002
H -0.82 5.83 4.07 -0.001
H -4.47 3.63 4.65 -0.001
H -3.42 1.63 3.85 0.002
C -4.00 2.21 -5.04 0.000
Ge -2.62 1.34 -4.00 0.001
C -3.04 -0.46 -3.42 0.004
C -1.87 -1.23 -3.14 0.010
C -1.99 -2.45 -2.44 0.007
C -3.25 -2.87 -2.00 0.000
C -4.41 -2.17 -2.20 0.002
C -4.31 -1.01 -3.01 -0.001
C -0.93 1.47 -4.95 0.000
C -0.02 2.44 -4.60 0.000
C 1.26 2.59 -5.20 0.000
C 1.59 1.74 -6.23 0.000
C 0.81 0.62 -6.53 0.000
C 1.26 -0.38 -7.50 0.000
C 0.44 -1.42 -7.85 0.000
C -0.86 -1.43 -7.34 0.000
C -1.35 -0.54 -6.46 0.000
C -0.52 0.54 -5.94 0.000
H -3.60 3.23 -5.18 0.000
H -4.93 2.32 -4.55 0.000
H -4.18 1.70 -5.99 0.000
H -0.89 -0.91 -3.51 0.000
H -1.11 -3.08 -2.31 0.000
H -3.27 -3.81 -1.55 0.000
H -5.40 -2.52 -1.87 0.000
H -5.21 -0.41 -3.20 0.000
H -0.33 3.14 -3.85 0.000
H 1.91 3.41 -5.04 0.000
H 2.54 1.85 -6.83 0.000
H 2.30 -0.20 -7.87 0.000
H 0.78 -2.11 -8.64 0.000
H -1.57 -2.16 -7.75 0.000
H -2.38 -0.55 -6.14 0.000

88
Properties=species:S:1:pos:R:3:lowdin_spin:R:1 method="wB97M-V/def2-TZVPD" lumo_ev="-5.657 / -6.994" homo_ev="-13.25 / -13.37" total_energy_ev=-193311.1815 charge=+2 spin_multiplicity=2 homo_lumo_gap_ev="7.597 / 6.377"
Ru 0.72 -0.38 0.42 0.787
C 0.18 -0.50 4.35 0.010
As 1.21 -1.11 2.81 0.006
C 2.97 -1.03 3.64 -0.003
C 0.82 -3.01 3.01 -0.002
C 0.80 -3.62 4.26 -0.001
C 0.37 -4.93 4.38 0.000
C -0.05 -5.64 3.27 0.000
C -0.01 -5.06 2.01 0.000
C 0.44 -3.75 1.89 -0.002
As 0.83 -2.87 0.23 0.013
C 0.10 -3.98 -1.19 0.007
C 2.71 -3.30 0.00 0.001
H 0.72 -0.85 5.23 0.001
H -0.81 -0.95 4.33 0.000
H 0.10 0.58 4.39 0.000
H 2.87 -1.58 4.58 0.000
H 3.23 0.01 3.87 0.000
H 3.73 -1.49 3.02 0.000
H 1.11 -3.08 5.15 0.000
H 0.36 -5.40 5.36 0.000
H -0.41 -6.66 3.38 0.000
H -0.32 -5.62 1.14 0.000
H 0.47 -4.99 -0.98 0.001
H 0.51 -3.64 -2.14 0.000
H -0.98 -3.98 -1.22 0.000
H 2.83 -4.38 0.02 0.000
H 3.29 -2.85 0.80 0.000
H 3.06 -2.90 -0.95 0.000
F 5.86 1.02 1.28 -0.001
C 4.92 0.72 0.38 -0.001
C 3.68 0.35 0.85 0.007
C 2.64 0.05 -0.02 -0.014
C 2.91 0.15 -1.41 0.005
C 4.19 0.54 -1.82 -0.001
F 4.46 0.65 -3.13 -0.001
C 5.22 0.83 -0.96 0.008
C 1.84 -0.23 -2.33 0.012
C 1.89 -0.23 -3.72 0.001
C 0.82 -0.72 -4.44 0.014
C -0.29 -1.22 -3.77 0.000
C -0.29 -1.18 -2.40 0.015
N 0.73 -0.67 -1.68 0.035
H 3.54 0.38 1.92 0.000
H 6.20 1.13 -1.31 0.000
H 2.76 0.14 -4.23 0.000
H 0.85 -0.73 -5.52 0.001
H -1.14 -1.64 -4.30 0.000
H -1.13 -1.56 -1.84 0.000
S -2.01 0.66 -0.92 0.018
C -3.41 1.56 -0.56 0.006
N -4.39 1.22 0.28 0.003
C -5.53 2.12 0.21 0.000
C -4.98 3.28 -0.64 0.000
N -3.71 2.74 -1.11 0.003
H -4.39 0.32 0.72 0.000
H -5.83 2.45 1.21 0.000
H -6.38 1.63 -0.26 0.000
H -4.81 4.18 -0.05 0.000
H -5.64 3.53 -1.48 0.000
H -3.13 3.15 -1.83 0.000
C -0.11 3.21 0.22 0.025
P 0.23 1.83 1.38 0.043
C -1.28 1.75 2.40 -0.003
C -2.02 0.57 2.51 0.002
C -3.18 0.53 3.27 0.000
C -3.63 1.68 3.90 0.000
C -2.93 2.87 3.77 0.000
C -1.76 2.90 3.02 -0.001
C 1.53 2.61 2.39 0.000
C 1.41 2.88 3.76 0.000
C 2.44 3.52 4.44 0.000
C 3.59 3.90 3.76 0.000
C 3.70 3.66 2.40 0.000
C 2.68 3.02 1.72 0.000
H -0.02 4.14 0.79 0.003
H -1.11 3.12 -0.20 0.001
H 0.62 3.22 -0.59 0.000
H -1.68 -0.34 2.02 0.001
H -3.73 -0.40 3.37 0.000
H -4.54 1.66 4.49 0.000
H -3.28 3.77 4.26 0.000
H -1.22 3.84 2.93 0.000
H 0.51 2.61 4.30 0.000
H 2.33 3.72 5.49 0.000
H 4.38 4.40 4.30 0.000
H 4.58 3.98 1.87 0.000
H 2.78 2.85 0.66 0.000

26
Properties=species:S:1:pos:R:3:mulliken_charge:R:1 method="wB97M-V/def2-TZVPD" lumo_ev=0.517 homo_ev=-9.87 total_energy_ev=-10607.1753 smiles=CCC(C)CC.O.O homo_lumo_gap_ev=10.384
C -1.04 2.02 -1.28 -1.119
C -0.06 1.96 -0.08 -0.656
C 0.12 0.56 0.42 1.182
C 1.70 0.33 0.88 -1.708
C -0.57 0.15 1.70 -0.703
C -0.67 -1.39 1.96 -1.061
H -0.48 1.64 -2.24 0.246
H -1.98 1.45 -1.19 0.297
H -1.36 3.10 -1.38 0.350
H -0.44 2.57 0.83 0.293
H 0.97 2.43 -0.41 0.237
H 0.09 -0.03 -0.55 -0.050
H 2.38 -0.01 0.11 0.302
H 1.73 -0.26 1.73 0.419
H 2.09 1.26 1.05 0.486
H 0.00 0.61 2.67 0.250
H -1.63 0.43 1.75 0.390
H 0.10 -1.96 2.48 0.340
H -1.48 -1.55 2.65 0.380
H -0.67 -1.96 1.00 0.179
O 1.54 -1.22 -2.42 -0.633
H 2.50 -1.20 -2.61 0.291
H 1.47 -1.87 -1.67 0.307
O -1.36 -2.15 -1.46 -0.608
H -2.23 -2.34 -1.81 0.277
H -0.72 -2.59 -2.11 0.312

23
Properties=species:S:1:pos:R:3:mulliken_charge:R:1 method="wB97M-V/def2-TZVPD" lumo_ev=0.034 homo_ev=-9.61 total_energy_ev=-19599.4081 homo_lumo_gap_ev=9.646
C -2.60 -0.18 -0.25 -0.661
C -1.24 -0.49 0.20 0.383
C 0.95 0.67 0.92 0.312
C 1.74 1.73 -0.11 0.546
C 1.65 -0.59 0.90 -1.445
C 2.02 -1.43 -0.28 0.677
H -3.83 1.39 -0.77 0.293
H -3.04 0.78 -2.01 0.300
H -3.02 -1.04 -0.72 0.484
H -3.10 -0.22 0.67 0.314
H -1.06 1.40 0.15 0.430
H 0.91 1.22 1.90 0.287
H 0.89 -1.24 1.53 0.468
H 2.53 -0.46 1.38 0.542
H 0.34 -2.41 -0.09 0.449
H 2.98 0.33 -0.95 0.466
N -2.79 1.13 -1.00 -0.707
N -0.49 0.60 0.63 -0.182
O -0.96 -1.91 0.26 -0.726
O 1.14 2.81 -0.13 -0.575
O 2.86 -0.97 -0.97 -0.551
O 1.22 -2.47 -0.61 -0.534
O 2.91 1.35 -0.64 -0.571

Copy entry 5 word for word.
26
Properties=species:S:1:pos:R:3:mulliken_charge:R:1 method="wB97M-V/def2-TZVPD" lumo_ev=0.517 homo_ev=-9.87 total_energy_ev=-10607.1753 smiles=CCC(C)CC.O.O homo_lumo_gap_ev=10.384
C -1.04 2.02 -1.28 -1.119
C -0.06 1.96 -0.08 -0.656
C 0.12 0.56 0.42 1.182
C 1.70 0.33 0.88 -1.708
C -0.57 0.15 1.70 -0.703
C -0.67 -1.39 1.96 -1.061
H -0.48 1.64 -2.24 0.246
H -1.98 1.45 -1.19 0.297
H -1.36 3.10 -1.38 0.350
H -0.44 2.57 0.83 0.293
H 0.97 2.43 -0.41 0.237
H 0.09 -0.03 -0.55 -0.050
H 2.38 -0.01 0.11 0.302
H 1.73 -0.26 1.73 0.419
H 2.09 1.26 1.05 0.486
H 0.00 0.61 2.67 0.250
H -1.63 0.43 1.75 0.390
H 0.10 -1.96 2.48 0.340
H -1.48 -1.55 2.65 0.380
H -0.67 -1.96 1.00 0.179
O 1.54 -1.22 -2.42 -0.633
H 2.50 -1.20 -2.61 0.291
H 1.47 -1.87 -1.67 0.307
O -1.36 -2.15 -1.46 -0.608
H -2.23 -2.34 -1.81 0.277
H -0.72 -2.59 -2.11 0.312